{
  "formula": "C30H21BF4N6Ru",
  "method": "ωB97M-V/def2-TZVPD",
  "charge": 1,
  "e_above_lowest_kcal_mol": 19.8,
  "spin_multiplicity": 2,
  "gap_ev": [7.5, 6.1],
  "species": ["Ru", "F", "H", "C", "H", "C", "C", "H", "C", "C", "H", "H", "C", "N", "C", "N", "C", "H", "H", "H", "C", "B", "C", "H", "C", "H", "C", "C", "C", "C", "C", "H", "N", "C", "H", "C", "H", "H", "C", "C", "H", "C", "N", "C", "H", "N", "C", "C", "H", "C", "F", "N", "C", "H", "C", "C", "H", "H", "H", "C", "F", "C", "F"],
  "positions_angstrom": [[0.289, -0.282, 0.137], [0.028, -2.707, 1.309], [8.710, 7.254, 3.370], [4.044, 1.172, 1.442], [6.363, 7.257, 2.608], [0.081, 0.619, -2.563], [1.291, 0.070, -4.570], [4.318, 5.343, 1.805], [-0.951, 1.277, -1.832], [-3.658, 2.018, 2.683], [-4.654, 3.260, 1.285], [-0.997, -0.827, 5.174], [2.707, 3.118, 1.117], [1.788, 0.965, 0.695], [-2.985, 2.261, 0.369], [0.909, -0.179, -1.842], [-1.779, 2.111, -2.554], [-2.280, 2.970, -4.460], [8.914, 2.968, 3.122], [2.499, -1.461, -1.822], [-1.224, -0.322, 4.247], [-0.389, -2.956, -0.019], [2.101, -0.740, -3.829], [0.707, 2.700, 0.439], [6.339, 5.088, 2.440], [3.023, -0.665, 1.007], [-1.727, 0.840, 1.813], [-1.609, 2.297, -3.945], [-1.921, 1.396, 0.514], [2.965, 0.418, 1.046], [8.942, 5.114, 3.287], [-4.325, 2.244, 3.505], [-0.655, 0.020, 1.959], [-0.631, 1.652, -4.637], [9.969, 5.159, 3.624], [0.247, 0.786, -3.943], [4.978, 0.706, 1.723], [2.541, 4.186, 1.123], [-0.407, -0.536, 3.124], [1.880, -0.830, -2.444], [1.436, 0.176, -5.638], [7.040, 3.889, 2.580], [-0.975, 0.975, -0.451], [-3.839, 2.569, 1.453], [-2.945, 0.710, 4.973], [6.224, 2.818, 2.239], [-2.298, 0.511, 4.128], [3.925, 2.559, 1.483], [-3.209, 2.727, -0.566], [8.220, 6.317, 3.141], [-1.183, -1.740, -0.372], [5.079, 4.721, 2.006], [-2.575, 1.129, 2.888], [0.457, -1.184, 3.177], [5.086, 3.355, 1.910], [8.369, 3.895, 3.012], [2.892, -1.320, -4.280], [-0.515, 1.786, -5.704], [-2.582, 2.645, -2.094], [6.911, 6.331, 2.717], [-1.133, -4.061, -0.187], [1.666, 2.296, 0.730], [0.763, -2.885, -0.817]]
}